DFT (the ωB97M-V functional and the def2-TZVPD basis) results for a structure of composition C58H82AsCsF9N7O4P4SSi2.

The geometry in XYZ format:
```
169
Properties=species:S:1:pos:R:3:forces:R:3
Cs -1.0467 -0.5179 -0.8501 -1.4 0.2 1.5
As -2.7462 -3.9219 0.9023 0.0 -0.5 0.2
S -0.9665 -2.6055 3.7259 -0.1 -0.1 0.8
P -0.3131 2.9861 -1.8559 0.3 -0.9 0.2
P 2.0547 -1.4895 -2.9351 1.1 -0.4 -0.6
P 2.3817 -3.4711 -0.7636 0.5 -0.7 -0.3
P 0.9925 2.5291 0.7950 0.2 -1.0 -0.5
Si 2.3998 1.0669 3.0437 0.1 -0.3 -0.3
Si -1.6383 2.4299 -4.4938 0.0 -0.3 -0.2
F -5.6929 -3.5846 -2.3932 0.0 0.2 -0.1
F -5.5055 -2.6354 0.2203 -0.1 0.1 -0.1
F -4.4677 0.9823 -1.5129 0.0 -0.1 -0.1
F -7.1464 -1.7742 -0.8911 0.2 0.1 0.0
F -6.4265 -1.9424 -3.5986 0.2 -0.1 0.2
F -4.5670 0.2010 -3.5268 -0.1 0.0 0.1
F -5.8499 -0.5047 0.2948 0.0 -0.1 -0.1
F -4.3677 -2.5831 -3.7790 -0.2 0.0 0.1
F -6.3861 0.4298 -2.3559 0.3 0.0 0.0
O 2.8812 -2.6313 -2.0731 -0.2 0.2 0.2
O 0.6871 -1.3081 -2.4641 1.0 -0.6 -1.1
O -3.6053 -1.6324 -1.3955 -0.3 0.0 -0.1
O 1.4728 -2.7745 0.1374 -0.2 0.3 0.1
N 3.0497 -0.1768 -2.8695 -0.2 -0.2 0.1
N 1.6107 1.2697 1.5720 0.0 0.5 0.8
N 1.7089 -4.8677 -1.4130 0.0 0.3 0.1
N -0.9310 2.0713 -3.0076 -0.1 0.6 -0.6
N -1.1514 -1.3242 2.9002 0.1 0.5 -0.5
N 3.8417 -3.8487 -0.0325 -0.3 0.2 -0.1
N 2.1532 -2.1301 -4.4683 -0.3 0.1 0.3
C 2.6519 4.5225 2.0104 -0.1 0.0 -0.1
C -4.8330 -1.3918 -1.7350 -0.8 0.0 -0.2
C -2.1883 3.0723 3.2783 -0.1 0.0 0.1
C 3.2537 3.8526 -0.2037 0.0 0.0 0.0
C 1.8974 -1.9711 7.2546 0.0 -0.1 -0.1
C 2.0166 -3.0916 6.4455 0.1 0.0 0.1
C -2.5522 3.5634 -0.4349 -0.1 0.1 0.0
C -5.0710 0.0735 -2.2868 0.0 0.1 0.1
C -1.6581 4.1313 -1.3403 0.0 -0.2 0.1
C -1.9363 5.3945 -1.8521 0.0 0.0 0.0
C -0.5167 4.7494 1.8364 0.1 -0.1 -0.1
C -1.2073 -5.1133 1.3364 0.2 0.0 0.0
C 0.9675 4.0954 -2.5807 0.2 -0.1 -0.1
C -3.5790 -2.1231 4.4663 0.1 0.1 -0.2
C 2.3815 6.0486 -2.7679 0.1 0.1 0.0
C -2.4083 4.4450 3.2928 0.0 0.0 0.0
C 2.3478 -5.5479 -2.5302 0.0 0.0 0.0
C 0.9485 -2.1392 -5.2878 0.1 0.1 0.0
C 0.3768 1.9940 -0.6785 0.2 2.3 0.4
C 1.2844 5.4007 -2.2134 -0.1 -0.1 0.0
C -3.6549 -3.9712 6.5356 0.0 0.0 0.0
C 3.1989 5.3989 -3.6782 0.0 0.0 0.0
C 2.3579 3.7905 0.8595 0.0 -0.1 -0.1
C 1.1421 -3.2787 5.3850 -0.1 0.0 -0.1
C 3.7930 5.3062 2.0860 0.0 0.1 0.1
C 1.8219 3.4378 -3.4765 0.0 0.1 0.0
C -1.1345 2.5486 2.5474 0.1 0.0 0.0
C -2.4537 -2.8638 4.7828 0.1 0.0 -0.1
C -1.8286 0.7871 -5.4312 -0.1 0.1 0.0
C -2.4893 -3.8019 5.8053 0.0 0.0 0.0
C -5.8515 -1.5712 -0.5286 0.0 -0.1 0.1
C -0.2661 3.3788 1.8379 -0.2 -0.1 0.0
C -3.6815 4.2453 -0.0155 0.0 0.0 -0.1
C 4.8283 -4.7428 -0.6041 -0.1 -0.1 0.0
C 1.5492 1.7221 4.6288 -0.1 0.1 -0.2
C -4.7802 -3.2089 6.2434 0.0 0.0 -0.1
C 0.8980 -1.0368 7.0052 0.1 0.0 0.1
C -5.3496 -2.3676 -2.8907 0.2 -0.1 -0.1
C -3.9335 5.5197 -0.5093 0.0 0.1 0.0
C 4.2976 -0.1660 -3.6081 -0.1 0.0 -0.1
C 0.1429 -2.3477 5.1489 0.0 -0.2 -0.1
C -4.7421 -2.2903 5.2038 -0.1 0.0 0.1
C 2.9200 4.0781 -4.0220 0.1 0.1 0.0
C -3.0653 6.0874 -1.4309 0.0 0.0 0.0
C 3.1620 0.4233 -1.5314 -0.1 0.1 0.2
C 0.0195 -1.2266 5.9533 -0.1 0.0 -0.1
C 3.2568 -2.9109 -4.9740 0.0 0.0 0.0
C 4.3979 4.6344 -0.1350 0.1 0.0 0.0
C 0.2785 -4.6639 -1.7153 -0.1 -0.1 0.0
C -4.0308 -5.0519 1.9177 0.0 0.1 -0.1
C -1.5761 5.2779 2.5588 -0.1 0.1 0.1
C -3.1410 -4.7607 -0.8277 0.0 0.0 -0.2
C 4.4401 -2.6554 0.5801 0.0 0.0 0.0
C 2.5968 -0.8022 3.3424 0.0 0.1 0.0
C -3.3678 3.2249 -4.4714 0.1 -0.1 0.2
C 4.6703 5.3688 1.0107 0.0 0.0 0.0
C -0.6405 3.5259 -5.7114 0.0 -0.1 0.3
C 4.1814 1.7805 3.1050 -0.2 0.0 0.0
H -3.9825 2.7595 -3.6974 0.0 0.0 0.0
H 1.9808 1.2747 5.5300 0.1 0.0 0.0
H -3.3362 4.2976 -4.2616 0.1 0.0 0.0
H 0.6773 5.9169 -1.4780 0.0 0.0 0.0
H 5.1546 -4.4540 -1.6130 0.0 0.0 0.0
H -1.1873 3.6825 -6.6467 -0.1 0.0 0.0
H -5.6228 -1.7076 4.9646 0.0 0.0 0.0
H 4.4480 -5.7637 -0.6234 0.0 0.0 0.0
H 0.3107 3.0440 -5.9546 0.0 0.0 0.0
H -0.4083 4.5073 -5.2867 0.0 0.0 0.0
H 3.6989 -2.4469 -5.8638 0.0 0.0 0.0
H 1.2399 -4.1334 4.7255 0.0 0.0 0.0
H -3.8803 -4.9245 2.9904 0.0 0.0 0.0
H 4.2355 2.7070 3.6819 0.0 0.0 0.0
H 0.1354 -4.1327 -2.6657 0.0 0.0 0.0
H -0.9484 1.4802 2.5037 0.0 0.0 0.0
H 1.8256 -1.3488 2.7934 0.0 0.0 0.0
H 1.7961 -6.4698 -2.7246 0.0 0.0 0.0
H 2.6043 7.0691 -2.4749 0.0 0.0 0.0
H -1.7639 6.3458 2.5373 0.0 0.0 0.0
H -1.2100 -5.9962 0.6930 0.0 0.0 0.0
H -3.6889 -4.6956 7.3407 0.0 0.0 0.0
H 4.8936 1.0721 3.5407 0.0 0.0 0.0
H -3.5280 -1.4329 3.6298 0.0 0.0 0.0
H -2.8496 2.4207 3.8402 0.0 0.0 0.0
H -4.3602 3.7879 0.6943 0.0 0.0 0.0
H -1.2732 -5.4447 2.3731 0.0 0.1 0.1
H -2.8237 -5.8065 -0.8484 0.0 0.0 0.1
H 3.5744 -1.1517 2.9969 0.0 0.0 0.0
H 3.7824 1.3156 -1.6121 0.0 0.0 0.0
H -0.2613 -4.5844 1.2111 0.0 0.0 0.0
H 5.7042 -4.7390 0.0460 0.0 0.0 0.0
H 2.5188 -1.0533 4.4049 0.1 0.0 0.0
H 3.3759 -5.8156 -2.3103 0.0 0.0 0.0
H -1.6081 -4.3902 6.0352 0.0 0.0 0.0
H 4.0477 5.9119 -4.1163 0.0 0.0 0.0
H -0.2123 -5.6365 -1.7797 0.0 0.0 0.0
H 5.0964 -0.7270 -3.1008 0.0 0.0 0.0
H 1.1577 -1.7357 -6.2834 0.0 0.0 0.0
H 4.6227 0.8715 -3.7084 0.0 0.0 0.0
H 1.5979 2.4053 -3.7214 0.0 0.0 -0.1
H 4.5100 2.0092 2.0870 0.0 0.0 0.0
H 2.1777 0.7310 -1.1572 0.0 0.0 0.0
H 5.0633 -2.9577 1.4245 0.0 0.0 0.0
H -5.6854 -3.3479 6.8213 0.0 0.0 0.0
H -0.7553 -0.4953 5.7501 0.0 0.0 0.0
H -3.2746 7.0725 -1.8345 0.0 0.0 0.0
H 2.9217 -3.9156 -5.2584 0.0 0.0 0.0
H 5.0768 4.6749 -0.9800 0.0 0.0 0.0
H 5.5659 5.9777 1.0685 0.0 0.0 0.0
H -5.0481 -4.7490 1.6702 0.0 0.0 0.0
H -4.8105 6.0712 -0.1883 0.0 0.0 0.0
H -1.2258 -0.4653 3.4431 0.0 -0.1 0.1
H 0.8138 -0.1572 7.6306 0.0 0.0 0.0
H 1.9797 4.4620 2.8597 0.0 0.0 0.0
H -1.2812 5.8377 -2.5940 0.0 0.0 0.0
H -3.8986 -6.1061 1.6625 0.0 0.0 0.0
H 0.4849 1.4747 4.6084 0.0 0.0 0.0
H 4.0101 5.8559 2.9959 0.0 0.0 0.0
H -2.4235 0.9147 -6.3423 0.0 0.0 0.0
H 3.6502 -2.0052 0.9516 0.0 0.0 0.0
H -3.8687 3.0785 -5.4332 0.0 0.0 0.0
H 2.8046 -3.8111 6.6319 0.0 0.0 0.0
H 4.0279 -3.0134 -4.2125 0.0 0.0 0.0
H -0.8500 0.3929 -5.7188 0.0 0.0 0.0
H -2.6530 -4.2020 -1.6258 0.0 0.0 0.0
H 1.6220 2.8104 4.7174 0.0 0.0 0.0
H 2.5938 -1.8231 8.0705 0.0 0.0 0.0
H 0.5615 -3.1587 -5.4089 0.0 0.0 0.0
H 3.5663 3.5639 -4.7265 0.0 -0.1 0.0
H 0.1856 -1.5279 -4.8124 -0.1 0.0 -0.1
H -4.2117 -4.7148 -1.0073 0.0 0.1 0.0
H 0.1332 5.4030 1.2639 -0.1 0.0 0.0
H 3.0310 3.2807 -1.0956 0.0 0.0 0.0
H -0.1886 -4.0819 -0.9276 0.0 0.0 0.0
H -3.2301 4.8601 3.8650 0.0 0.0 0.0
H 3.6319 -0.2519 -0.8062 0.0 0.0 -0.1
H -2.3296 0.0445 -4.8050 0.0 0.0 0.0
H -2.3264 2.5698 -0.0653 -0.1 0.0 0.1
H 5.0597 -2.0930 -0.1299 0.0 0.0 0.0
H 2.3334 -4.9414 -3.4442 0.0 0.0 0.0
H 4.1546 -0.5714 -4.6080 0.0 0.0 0.0
```
Positions in Å, forces in eV/Å.

As for the HOMO-LUMO gap: 0.1654 Eh. The energy above the lowest of the compared OMol25 structures with the same formula, charge and spin is 89.65 kJ/mol. The highest occupied orbital energy comes out at -0.0487 hartree. Its LUMO energy is 3.2 eV. The net charge is -2.

Results of the Löwdin charge analysis, in e, for atoms 1 through 4: number 1, Cs, carries 1.0268; number 2, As, carries 1.1068; number 3, S, carries 0.9344; number 4, P, carries 0.5581